Entry 1:
73
Properties=species:S:1:pos:R:3:forces:R:3 method="wB97M-V/def2-TZVPD" lumo_ev=-9.02 total_charge=+2 gap_ev=4.9
Bi -0.550063 -0.644697 0.497891 0.64 -1.16 1.09
Cl -2.292342 -1.743544 1.835888 0.40 0.71 -0.73
P -0.916965 -0.374379 -2.461443 -1.16 0.48 -1.59
C 0.419101 -1.099731 -3.481683 0.88 0.00 0.71
C 1.068453 -0.395793 -4.516405 -0.27 -0.19 0.07
C 2.063133 -1.025237 -5.271508 -0.18 -0.01 0.09
C 2.491821 -2.317263 -4.952568 -0.37 -0.01 -0.01
C 1.962410 -2.958137 -3.825733 -0.06 0.00 -0.05
C 0.951958 -2.348880 -3.082527 -0.09 0.23 -0.13
C -2.403858 -1.443255 -2.634065 0.18 -0.67 0.88
C -3.555985 -1.022772 -1.933281 0.39 -0.21 0.00
C -4.657101 -1.865050 -1.820177 -0.09 0.21 -0.13
C -4.633972 -3.138705 -2.398501 0.07 0.15 -0.24
C -3.477781 -3.574470 -3.048778 -0.17 -0.14 -0.37
C -2.360410 -2.749037 -3.158447 0.05 0.50 0.02
C -1.419876 1.175338 -3.288686 0.03 0.67 0.51
C -1.404530 2.362140 -2.524201 0.04 -0.39 -0.40
C -1.735559 3.579053 -3.115385 -0.12 0.26 -0.22
C -2.098976 3.635760 -4.468281 0.10 -0.43 0.20
C -2.159037 2.452606 -5.216684 0.03 -0.12 0.14
C -1.832623 1.225604 -4.632436 0.09 -0.01 0.26
H -3.567850 -0.035448 -1.459286 -0.12 -0.22 -0.21
H -5.549959 -1.503038 -1.306847 0.26 -0.18 -0.15
H -5.537514 -3.758611 -2.395708 0.49 0.18 0.16
H -3.453940 -4.551337 -3.542354 -0.05 0.33 0.32
H -1.466720 -3.089011 -3.685589 -0.34 0.02 0.16
H 0.778261 0.630266 -4.744221 0.00 -0.34 -0.07
H 2.474553 -0.507109 -6.138985 -0.03 -0.13 0.32
H 3.201161 -2.840721 -5.603801 -0.19 0.31 0.41
H 2.313975 -3.953398 -3.550666 -0.07 0.32 -0.03
H 0.560134 -2.835920 -2.183281 0.03 -0.08 -0.41
H -1.137468 2.308559 -1.462431 -0.02 0.16 -0.36
H -1.714965 4.503680 -2.533502 0.00 -0.36 -0.13
H -2.345391 4.591521 -4.937158 0.08 -0.34 0.21
H -2.463908 2.471674 -6.265239 0.09 0.05 0.36
H -1.898340 0.299641 -5.208477 0.04 0.31 0.08
H 1.843538 0.529377 -0.689645 0.12 -0.05 0.01
H 1.468012 1.150034 -0.854007 -0.06 0.06 -0.07
O 0.613749 0.196731 2.178240 -0.42 -0.05 -1.58
P 0.998371 0.815253 3.542910 -0.01 0.32 0.91
C 1.419983 2.548590 3.347132 0.16 0.56 -0.06
C 1.625824 3.037680 2.052638 0.02 0.33 -0.21
C 1.922442 4.389050 1.830907 -0.05 -0.18 0.69
C 2.068718 5.257538 2.923272 -0.13 -0.58 -0.36
C 1.889684 4.773689 4.220099 0.02 -0.25 -0.01
C 1.551778 3.436015 4.438600 0.03 -0.15 -0.27
C -0.471015 0.652341 4.550376 -0.17 -0.03 0.48
C -0.464150 0.061431 5.820390 0.04 0.11 -0.14
C -1.659978 -0.079616 6.526739 -0.11 0.13 0.23
C -2.862026 0.387614 5.983090 0.31 0.23 -0.03
C -2.865178 0.994289 4.720752 0.00 0.18 -0.03
C -1.676116 1.129847 4.014693 0.04 -0.12 -0.05
C 2.379190 -0.119057 4.181976 0.31 -0.26 0.45
C 3.631703 0.455714 4.469249 -0.22 0.10 -0.13
C 4.676717 -0.341275 4.938143 0.06 0.04 0.21
C 4.477647 -1.706677 5.161574 -0.13 0.12 0.18
C 3.230598 -2.280509 4.898660 -0.22 -0.02 0.07
C 2.184756 -1.491821 4.422340 0.08 -0.06 -0.02
H 1.562436 2.358906 1.200996 -0.01 0.20 0.22
H 2.039701 4.758474 0.820009 0.07 -0.03 0.05
H 2.327137 6.298416 2.753063 -0.07 -0.14 0.06
H 2.026334 5.442887 5.068830 -0.10 -0.20 -0.19
H 1.409590 3.083617 5.458194 -0.03 0.03 -0.15
H 0.487540 -0.252358 6.252541 -0.35 -0.04 -0.03
H -1.641955 -0.508191 7.536809 -0.04 0.15 -0.53
H -3.784651 0.356972 6.566249 0.31 -0.17 -0.21
H -3.784341 1.411948 4.294714 0.34 -0.27 0.26
H -1.672586 1.614692 3.034527 -0.09 -0.04 0.28
H 3.769111 1.535082 4.360450 0.04 -0.39 -0.08
H 5.642241 0.117254 5.186007 -0.48 -0.21 -0.17
H 5.266292 -2.312185 5.623145 -0.27 0.26 -0.39
H 3.046818 -3.339897 5.110023 0.14 0.46 -0.11
H 1.197684 -1.937916 4.277478 0.29 0.07 -0.06

=====

Entry 2:
96
Properties=species:S:1:pos:R:3:forces:R:3 method="wB97M-V/def2-TZVPD" e_above_lowest_kj_mol=0.0 lumo_ev="-3.99 / -7.38" total_charge=+2 spin_multiplicity=5 gap_ev="8.4 / 6.1"
Pt -0.134434 0.265341 -0.812832 0.08 -0.03 0.21
C -0.660645 2.413793 1.512580 -0.03 0.49 0.26
P -1.227208 0.642547 1.345038 0.62 -0.21 -0.11
C -3.017121 0.674051 1.314618 -0.35 0.19 0.23
C -3.692491 1.151335 2.442141 -0.51 -0.13 -0.34
C -5.083423 1.122749 2.466244 0.07 0.09 -0.21
C -5.787735 0.632191 1.367618 -0.71 -0.04 0.60
C -5.119194 0.132789 0.268371 -0.08 -0.02 -0.57
C -3.737804 0.162017 0.235360 0.43 0.02 -0.01
C -0.805574 -0.034735 3.005074 -0.46 -0.46 -0.35
C -1.408452 -1.236193 3.443297 0.08 0.32 -0.15
C -1.207082 -1.695291 4.726291 0.14 0.40 0.60
C -0.449670 -0.933593 5.623424 0.35 -0.22 -0.10
C 0.191050 0.217120 5.191391 -0.09 0.06 0.04
C 0.006111 0.663241 3.886747 -0.14 0.23 0.26
C 0.757431 2.549771 1.090732 0.23 -0.46 -0.05
C 1.914127 3.244774 1.588335 0.83 -0.02 -0.17
C 2.998888 2.821572 0.853504 -0.31 0.50 0.53
C 2.500163 1.876655 -0.092836 -0.53 -0.23 0.17
C 3.100951 0.819620 -0.946385 -0.33 0.13 -0.31
P 2.362011 -0.670701 -0.106071 -0.18 0.01 0.50
C 3.403422 -0.543140 1.396398 -0.09 -0.18 -0.35
C 4.753569 -0.819716 1.164666 0.15 0.25 0.55
C 5.673067 -0.608482 2.173757 -0.20 0.24 0.10
C 5.260218 -0.129892 3.412635 0.07 -0.26 -0.25
C 3.925612 0.113640 3.643157 -0.45 -0.04 0.18
C 2.991410 -0.090031 2.637233 -0.03 -0.06 -0.26
C 2.676190 -2.341736 -0.657536 -0.29 -0.23 -0.02
C 3.107249 -2.774997 -1.906960 0.17 0.18 0.05
C 3.239464 -4.136998 -2.135555 -0.02 -0.15 -0.40
C 2.861969 -5.061116 -1.180996 -0.28 0.09 0.18
C 2.328900 -4.632618 0.029549 0.22 0.06 -0.01
C 2.251310 -3.282214 0.308273 0.36 0.13 -0.33
N 1.166136 1.778675 0.082861 -0.23 -0.45 -0.59
H -0.843041 2.807981 2.508509 0.05 0.09 0.10
H -1.248032 3.031196 0.827825 -0.17 -0.19 -0.04
H -3.158831 1.522020 3.301730 0.18 0.02 0.16
H -5.620851 1.480355 3.336019 0.04 -0.01 -0.04
H -6.883699 0.596775 1.409487 0.50 0.04 -0.06
H -5.660280 -0.279073 -0.586458 0.09 0.11 0.33
H -3.213562 -0.236718 -0.625087 0.03 -0.05 0.03
H -2.064513 -1.802059 2.806517 0.03 0.06 -0.17
H -1.677670 -2.617909 5.054005 0.04 0.17 -0.06
H -0.321334 -1.242288 6.653561 -0.07 -0.11 -0.06
H 0.813464 0.800638 5.867999 -0.19 -0.15 -0.08
H 0.457833 1.606515 3.614821 0.13 0.00 -0.08
H 1.964321 3.920568 2.413294 -0.16 0.32 0.30
H 4.024682 3.115504 0.994585 0.07 0.01 -0.05
H 4.175355 0.845537 -0.966421 0.44 -0.09 0.06
H 2.696274 0.911384 -1.951821 -0.09 -0.03 -0.22
H 5.120536 -1.167530 0.218549 -0.06 -0.21 -0.41
H 6.716133 -0.777939 1.993246 0.33 -0.17 -0.07
H 5.986443 0.008538 4.188008 0.22 0.13 0.30
H 3.572895 0.437376 4.612230 0.09 0.08 0.08
H 1.948176 0.099297 2.821340 -0.07 -0.02 0.00
H 3.374328 -2.077056 -2.697422 -0.02 -0.03 0.21
H 3.614709 -4.498594 -3.085040 0.05 0.12 -0.01
H 2.939494 -6.118737 -1.378107 0.07 -0.09 -0.07
H 2.011487 -5.361726 0.757733 -0.07 -0.01 0.13
H 1.890787 -2.956419 1.277613 -0.06 0.05 -0.02
C 0.503799 -2.247672 -6.459775 -0.01 0.74 -0.37
N 0.154377 -1.539756 -5.234292 -0.41 -0.47 -0.20
C -1.170122 -1.542254 -4.641435 -0.13 0.24 0.60
C -0.884297 -0.752178 -3.359234 -0.07 -0.17 -0.31
O -1.702417 -0.518997 -2.467841 0.23 0.02 -0.08
N 0.414453 -0.332196 -3.337855 -0.30 -0.27 -0.02
C 0.970855 -0.841593 -4.449857 0.31 0.08 -0.23
N 2.259437 -0.681818 -4.791007 -0.30 -0.08 0.22
H -0.406917 -2.412825 -7.033285 0.04 0.01 0.06
H 0.986651 -3.205000 -6.298898 0.09 -0.13 0.27
H 1.152131 -1.604906 -7.076851 -0.21 -0.28 0.10
H -1.567530 -2.542642 -4.438079 0.24 0.11 0.12
H -1.918838 -1.005464 -5.233256 0.20 0.01 -0.13
H 2.795228 0.053331 -4.374125 0.05 0.13 0.15
H 2.558665 -1.017831 -5.685943 0.17 0.01 -0.14
Cl -0.941630 -4.472652 -2.129019 -0.07 0.34 0.36
C -1.711435 -3.803911 -0.658956 0.31 0.32 0.05
Cl -1.406666 -4.880705 0.693347 -0.15 -0.47 0.13
Cl -3.424100 -3.551870 -0.963652 -0.27 -0.26 -0.08
C -1.167885 -2.408927 -0.177800 -0.18 -0.97 -0.65
O -1.714030 -1.931114 0.791620 -0.24 0.35 0.28
O -0.232771 -1.950390 -0.880729 0.65 0.62 -0.24
C -4.329652 3.552767 -0.585827 0.29 0.17 -0.10
N -3.162027 2.976075 -1.275443 -0.69 0.31 0.42
C -1.941841 3.436406 -1.452086 0.35 -0.08 -0.02
S -0.775221 2.408651 -2.189038 0.46 -0.32 -0.36
N -1.529051 4.650310 -1.104307 0.03 0.41 0.05
C -2.316196 5.732926 -0.527443 0.23 0.46 -0.11
H -5.203758 2.986187 -0.886559 0.02 -0.12 0.09
H -4.479280 4.578039 -0.891576 -0.15 0.02 -0.06
H -4.212839 3.523633 0.499255 -0.05 -0.20 -0.07
H -3.285159 2.042272 -1.611316 0.02 -0.42 -0.11
H -0.581418 4.872891 -1.388881 -0.27 -0.22 0.09
H -3.131203 6.043613 -1.174845 0.06 0.05 -0.05
H -1.655972 6.587526 -0.387478 -0.01 -0.08 -0.07
H -2.696860 5.462014 0.445623 -0.17 -0.09 0.25

=====

Entry 3:
50
Properties=species:S:1:pos:R:3:forces:R:3 method="wB97M-V/def2-TZVPD" e_above_lowest_kj_mol=190.9 smiles="COC(=O)N(CCCS)P(C)O.CC(C)O.CC(C)O" lumo_ev=0.50 gap_ev=9.0
C -1.687573 -0.359341 -2.383647 -0.58 0.59 -1.42
O -2.442454 -0.234413 -1.129857 1.99 0.77 1.78
C -1.603716 -0.507818 -0.030882 2.83 -3.53 -1.11
O -0.716208 -1.392753 -0.182643 -2.74 3.17 0.43
N -1.702713 0.105935 1.296206 -1.99 0.49 -2.78
C -1.036405 1.434744 1.383948 2.00 1.18 0.25
C -0.057243 1.492625 2.675886 -0.87 -0.20 -0.37
C 1.106341 2.582866 2.517947 -0.52 -0.90 -0.86
S 0.571805 4.120821 3.423561 0.36 0.35 -0.87
P -3.328509 0.065686 1.985323 -1.03 -1.12 1.40
C -4.379736 1.551064 1.484908 -0.48 1.17 -0.40
O -4.093651 -1.267116 1.193429 1.08 1.30 0.39
H -0.609914 -0.006460 -2.286651 -1.44 -0.84 0.11
H -2.194529 0.366411 -3.113618 0.57 -1.02 1.17
H -1.804770 -1.396846 -2.828321 0.48 1.20 0.84
H -0.347904 1.603657 0.474476 -1.21 -0.49 1.17
H -1.731660 2.333270 1.415942 0.60 -1.21 -0.09
H 0.330697 0.418288 2.804901 -0.40 1.72 -0.06
H -0.722321 1.800409 3.565052 1.21 -0.77 -1.14
H 1.269628 2.843251 1.418617 -0.22 -0.35 1.47
H 2.077668 2.131902 2.895987 -1.19 0.99 -0.18
H 0.451235 5.068308 2.406562 0.28 -1.14 0.69
H -4.578055 2.143999 2.453986 0.46 -1.09 -1.32
H -5.425562 1.274203 1.094450 1.75 0.23 0.29
H -3.846143 2.298603 0.791861 -0.96 -1.28 0.72
H -3.963116 -2.088554 1.707046 0.03 0.78 -0.17
C 1.224354 -5.507269 2.133189 0.14 -0.25 0.13
C 1.706288 -4.092868 2.415609 -0.51 -0.02 -0.47
C 0.547904 -3.108450 2.440846 -0.04 0.12 0.15
O 2.640111 -3.700375 1.411611 0.32 0.03 0.11
H 0.735215 -5.564838 1.155507 -0.08 0.12 0.08
H 2.067957 -6.202118 2.106397 -0.05 0.07 0.07
H 0.518303 -5.843873 2.896719 0.02 0.00 -0.07
H 2.231128 -4.068249 3.374562 0.16 0.04 -0.18
H 0.035893 -3.083026 1.474565 0.03 -0.05 0.08
H 0.909490 -2.095025 2.633163 -0.02 -0.09 0.02
H -0.178614 -3.373322 3.213990 0.02 0.03 -0.03
H 2.185347 -3.718827 0.559489 0.00 0.04 0.17
C 2.876310 1.795347 -3.162655 -0.01 -0.16 0.26
C 1.642733 1.849324 -4.050209 0.59 0.44 -0.22
C 2.015677 1.777247 -5.522633 -0.18 -0.16 -0.20
O 0.931024 3.059948 -3.799875 -0.32 -0.07 0.14
H 3.539871 2.642219 -3.364870 -0.02 -0.07 -0.13
H 2.593858 1.859480 -2.108484 -0.01 -0.08 -0.09
H 3.435244 0.869343 -3.318889 0.01 0.08 0.03
H 0.973683 1.021620 -3.799893 -0.10 0.20 0.02
H 2.649540 2.623463 -5.806350 0.07 -0.07 0.12
H 1.120730 1.828527 -6.148083 0.05 -0.07 0.08
H 2.548633 0.850613 -5.750101 -0.01 0.08 -0.02
H 1.514127 3.798367 -4.018073 -0.07 -0.14 0.02

=====

Entry 4:
13
Properties=species:S:1:pos:R:3:forces:R:3 method="wB97M-V/def2-TZVPD" e_above_lowest_kj_mol=352.5 lumo_ev=0.99 gap_ev=9.1
C -1.688594 -0.350610 -0.542388 1.13 -0.70 0.33
C -0.384958 -0.704064 -0.389765 -1.09 1.86 -3.02
C 0.668590 0.312237 -0.032948 -0.50 -1.19 1.21
N 1.417392 0.835188 -1.050469 -0.14 0.44 -0.57
C 0.825694 0.376244 1.283030 -2.04 -3.09 0.60
O 0.019818 -0.785954 1.867569 1.87 0.97 1.44
H -2.125571 0.440471 0.059534 0.16 0.36 -0.43
H -2.347988 -0.900129 -1.206821 -0.05 -0.29 0.48
H -0.005469 -1.544659 -0.966669 -0.01 -0.09 0.18
H 2.026069 1.595716 -0.770286 -0.18 -0.10 -0.31
H 0.853165 1.010862 -1.878570 0.44 0.22 0.18
H 1.675777 0.602297 1.904444 -0.27 0.46 0.13
H -0.933925 -0.887599 1.723339 0.66 1.14 -0.21

=====

no.,largest force on an atom (eV Å⁻¹)
1,2.028
2,1.183
3,4.657
4,3.744